# 1
DFT (ωB97M-V/def2-TZVPD) results for C19H15F3N3OPdS as an isolated structure in a non-equilibrium geometry.

Structure (ORCA input):
```
! RIJCOSX wB97M-V def2-TZVPD def2/J DEFGRID3
* xyz 1 3
H -0.818 -2.838 -0.242
H -0.098 -6.551 0.215
C -2.590 -4.420 -0.083
F -4.889 4.287 -1.088
H 0.153 5.744 0.130
H 7.907 2.210 -0.083
H 3.709 3.132 -0.262
S -2.852 1.071 -0.142
N -1.331 -4.904 0.028
C 2.925 0.578 -0.096
C 6.626 0.627 0.523
Pd -0.525 0.366 -0.093
C 5.867 2.809 -0.433
C -2.765 -2.889 -0.130
C -0.056 3.667 -0.067
C 4.249 1.166 0.041
C -3.503 -6.714 -0.034
H -1.921 -8.284 0.172
H 1.037 3.552 0.124
C 6.883 1.847 -0.040
H 6.335 3.782 -0.388
C -0.546 4.951 -0.056
H -3.593 -2.739 -0.832
C -3.727 -5.325 -0.091
C -2.184 2.638 -0.088
F -4.966 3.115 0.673
F -4.415 5.351 0.651
C -2.766 3.904 0.022
H -3.122 -2.512 0.783
O -1.566 -2.274 -0.509
C -4.262 4.129 0.069
C -1.905 5.108 -0.044
H 7.664 0.132 0.438
N -0.816 2.541 -0.104
C 4.489 2.599 -0.258
C -2.165 -7.178 0.091
N 1.923 0.073 -0.111
C -1.160 -6.208 0.123
H -4.775 -4.873 -0.006
H 5.106 -0.761 0.531
C 5.338 0.346 0.497
H -2.455 6.046 0.087
H -4.441 -7.299 0.079
*
```

Output
Kohn-Sham gap (alpha / beta)   7.89 / 5.07 eV
ΔE to the lowest compared entry with this formula, charge and spin   115.8 kcal/mol
⟨S²⟩   2.02
Total energy   -48920.9950 eV

***

# 2
DFT (ωB97M-V/def2-TZVPD) results for a 2-piece molecular cluster, C19H15F4N2 overall in a non-equilibrium geometry.

Structure (ORCA input):
```
! RIJCOSX wB97M-V def2-TZVPD def2/J DEFGRID3
* xyz 1 1
C -1.547 6.639 2.462
C -2.108 5.007 5.649
C -4.070 -0.445 1.389
C 2.040 1.902 2.089
N -2.045 6.133 4.887
H -0.141 0.546 1.856
F 3.636 5.474 0.832
C -2.111 1.048 1.325
C -0.180 2.542 1.212
H -2.469 7.185 2.260
F 4.142 1.269 2.954
H -2.198 7.098 5.189
H -2.737 1.809 0.899
H -1.283 6.082 1.565
C -1.822 3.960 4.804
C 3.102 4.304 1.246
C 3.899 3.374 1.888
H -1.787 2.918 5.088
H -4.663 0.286 0.872
C 3.369 2.173 2.312
C -0.774 1.334 1.500
H -4.400 -3.519 2.711
H 1.174 4.767 0.516
H -2.334 4.953 6.704
F -5.971 -1.859 1.466
N -1.587 4.408 3.556
H -0.980 -1.054 2.614
H 4.935 3.589 2.071
C -4.668 -1.631 1.754
H -0.790 3.329 0.805
C -1.720 5.721 3.610
C -2.602 -2.380 2.719
C 1.202 2.820 1.440
C 1.769 4.033 1.026
C -2.008 -1.196 2.349
H -0.753 7.359 2.658
C -3.933 -2.596 2.420
C -2.720 -0.192 1.680
F -1.888 -3.319 3.380
H 1.660 0.966 2.447
*
```

Output
Kohn-Sham gap   4.93 eV
ΔE to the lowest compared entry with this formula, charge and spin   0.0 kcal/mol
Total energy   -33788.8300 eV